No. 1
An isolated molecule of CH2F2 at a distorted geometry, computed with ωB97M-V/def2-TZVPD.

```
! wB97M-V def2-TZVPD RIJCOSX def2/J DEFGRID3
* xyz 0 1
F -1.13 -0.64 -0.01
C 0.02 0.06 0.01
F 1.18 -0.63 -0.02
H 0.03 0.54 0.95
H -0.10 0.68 -0.92
*
```

## Properties
Structure (SMILES): FCF
Kohn-Sham gap, eV: 13.5
Maximum force, eV/Å: 2.1
LUMO energy, eV: 1.15
DFT total energy, eV: -6503.94713
Relative energy (zero: lowest compared OMol25 entry of this formula, charge and spin), kcal per mole: 5.43

No. 2
An isolated molecule of CH2F2IN3 at a distorted geometry, computed with ωB97M-V/def2-TZVPD.

```
! wB97M-V def2-TZVPD RIJCOSX def2/J DEFGRID3
* xyz 0 1
N -1.25 0.58 0.04
C 0.03 0.24 -0.03
N 1.04 1.34 0.09
I 2.98 1.02 -0.11
N 0.46 -1.09 -0.26
F -0.57 -1.84 -0.83
F 0.68 -1.79 0.87
H -1.27 1.49 0.39
H -2.10 0.04 -0.17
*
```

## Properties
Structure (SMILES): N/C(=N/I)N(F)F
Kohn-Sham gap (alpha / beta), eV: 8.4 / 8.4
Maximum force, eV/Å: 7.7
LUMO energy (alpha / beta), eV: -0.04 / -0.04
DFT total energy, eV: -19069.32501
Relative energy (zero: lowest compared OMol25 entry of this formula, charge and spin), kcal per mole: 49.97

No. 3
An isolated molecule of CH2F2N2O at a distorted geometry, computed with ωB97M-V/def2-TZVPD.

```
! wB97M-V def2-TZVPD RIJCOSX def2/J DEFGRID3
* xyz 0 1
F -1.19 -0.87 1.07
N -1.31 0.13 0.04
F -1.94 -0.56 -0.92
N -0.14 0.51 -0.49
C 1.11 0.07 0.01
O 0.66 1.26 0.46
H 0.92 -0.82 0.56
H 1.90 0.29 -0.73
*
```

## Properties
Structure (SMILES): FN(F)N1CO1
Kohn-Sham gap, eV: 12.0
Maximum force, eV/Å: 3.2
LUMO energy, eV: 0.89
DFT total energy, eV: -11524.45607
Relative energy (zero: lowest compared OMol25 entry of this formula, charge and spin), kcal per mole: 128.44

No. 4
A structure of composition CH2F2N2OP at a distorted geometry, computed with ωB97M-V/def2-TZVPD.

```
! wB97M-V def2-TZVPD RIJCOSX def2/J DEFGRID3
* xyz 1 1
C 1.49 0.19 -0.70
N -0.63 -0.56 2.01
N 0.23 -0.17 1.35
O 0.62 -0.65 0.17
F 2.37 0.93 0.00
F 0.63 1.00 -1.32
P -2.13 -0.42 1.74
H 2.07 -0.51 -1.48
H -2.44 -1.51 2.55
*
```

## Properties
Kohn-Sham gap, eV: 9.0
Maximum force, eV/Å: 9.7
LUMO energy, eV: -7.14
DFT total energy, eV: -20807.72436
Relative energy (zero: lowest compared OMol25 entry of this formula, charge and spin), kcal per mole: 128.17

No. 5
A cluster of 2 separate species, CH2F2O2S in total at a distorted geometry, computed with ωB97M-V/def2-TZVPD.

```
! wB97M-V def2-TZVPD RIJCOSX def2/J DEFGRID3
* xyz 0 1
C 0.13 -0.40 -0.87
O -1.76 0.39 0.91
O 0.10 1.89 0.57
F 0.27 -1.68 -0.53
F 1.24 0.00 -1.41
S -0.37 0.57 0.70
H -0.72 -0.41 -1.44
H 1.11 -0.36 2.09
*
```

## Properties
Kohn-Sham gap (alpha / beta), eV: 8.8 / 8.7
Maximum force, eV/Å: 3.3
LUMO energy (alpha / beta), eV: -2.08 / -1.54
DFT total energy, eV: -21430.06224
Relative energy (zero: lowest compared OMol25 entry of this formula, charge and spin), kcal per mole: 52.66

No. 6
A cluster of 2 separate species, CH2F3N2 in total at a distorted geometry, computed with ωB97M-V/def2-TZVPD.

```
! wB97M-V def2-TZVPD RIJCOSX def2/J DEFGRID3
* xyz 1 1
C 0.03 -0.40 0.36
N -0.84 0.59 0.03
N 0.67 -1.27 -0.51
F 0.21 -0.71 1.56
F 1.87 0.87 0.50
F 0.53 -1.00 -1.76
H -1.17 0.95 -0.97
H -1.29 0.97 0.79
*
```

## Properties
Kohn-Sham gap (alpha / beta), eV: 6.1 / 6.4
Maximum force, eV/Å: 4.6
LUMO energy (alpha / beta), eV: -11.27 / -10.90
DFT total energy, eV: -12185.36848
Relative energy (zero: lowest compared OMol25 entry of this formula, charge and spin), kcal per mole: 92.19

> What is the formula in the third record?

CH2F2N2O

> What is the formula in the first record?

CH2F2

Copy entry 3 word for word.
An isolated molecule of CH2F2N2O at a distorted geometry, computed with ωB97M-V/def2-TZVPD.

```
! wB97M-V def2-TZVPD RIJCOSX def2/J DEFGRID3
* xyz 0 1
F -1.19 -0.87 1.07
N -1.31 0.13 0.04
F -1.94 -0.56 -0.92
N -0.14 0.51 -0.49
C 1.11 0.07 0.01
O 0.66 1.26 0.46
H 0.92 -0.82 0.56
H 1.90 0.29 -0.73
*
```

## Properties
Structure (SMILES): FN(F)N1CO1
Kohn-Sham gap, eV: 12.0
Maximum force, eV/Å: 3.2
LUMO energy, eV: 0.89
DFT total energy, eV: -11524.45607
Relative energy (zero: lowest compared OMol25 entry of this formula, charge and spin), kcal per mole: 128.44

Please write out number 2 again, unchanged.
An isolated molecule of CH2F2IN3 at a distorted geometry, computed with ωB97M-V/def2-TZVPD.

```
! wB97M-V def2-TZVPD RIJCOSX def2/J DEFGRID3
* xyz 0 1
N -1.25 0.58 0.04
C 0.03 0.24 -0.03
N 1.04 1.34 0.09
I 2.98 1.02 -0.11
N 0.46 -1.09 -0.26
F -0.57 -1.84 -0.83
F 0.68 -1.79 0.87
H -1.27 1.49 0.39
H -2.10 0.04 -0.17
*
```

## Properties
Structure (SMILES): N/C(=N/I)N(F)F
Kohn-Sham gap (alpha / beta), eV: 8.4 / 8.4
Maximum force, eV/Å: 7.7
LUMO energy (alpha / beta), eV: -0.04 / -0.04
DFT total energy, eV: -19069.32501
Relative energy (zero: lowest compared OMol25 entry of this formula, charge and spin), kcal per mole: 49.97